# 1
{
  "formula": "H2N2O3",
  "method": "ωB97M-V with the def2-TZVPD basis set",
  "max_force_ev_per_a": 3.7,
  "lumo_energy_ha": 0.0157,
  "smiles": "O=[N+]([O-])NO",
  "gap_ev": 10.9,
  "homo_energy_ev": -10.47,
  "e_tot_ha": -336.234899,
  "charge": 0,
  "symbols": ["O", "N", "H", "H", "N", "O", "O"],
  "xyz": [[-1.594885, 1.318158, 0.044550], [-1.490241, 0.125164, 0.008580], [-0.039898, -1.375802, -0.024570], [0.830163, 1.464281, 0.352999], [-0.255513, -0.335270, 0.370365], [-2.310571, -0.735988, -0.039637], [0.808987, 0.476421, 0.014911]],
  "forces_ev_per_a": [[-0.81, 1.08, -0.70], [1.06, 0.09, 1.20], [-0.84, 3.50, 1.03], [-1.20, -3.18, -0.24], [2.43, -2.72, -0.22], [-1.75, -0.77, -0.73], [1.10, 2.00, -0.34]],
  "mulliken_charge": [-0.634, 1.175, 0.331, 0.376, -0.224, -0.600, -0.425]
}

***

# 2
{
  "formula": "C12H26As2N3O3PPdS",
  "method": "ωB97M-V with the def2-TZVPD basis set",
  "max_force_ev_per_a": 0.8,
  "lumo_energy_ha": -0.2171,
  "gap_ev": 8.1,
  "homo_energy_ev": -14.00,
  "e_tot_ha": -6201.343084,
  "charge": 2,
  "symbols": ["H", "H", "H", "N", "H", "C", "C", "H", "H", "As", "H", "H", "H", "C", "O", "O", "P", "H", "H", "H", "H", "C", "H", "H", "H", "H", "C", "N", "N", "H", "H", "H", "C", "H", "S", "C", "O", "H", "H", "Pd", "C", "C", "H", "As", "C", "H", "C", "C", "H"],
  "xyz": [[-5.322478, 2.701184, 4.534185], [2.720637, -3.907001, -0.996347], [0.797358, 3.618109, 0.092594], [1.487370, 0.004801, -4.532874], [0.521514, -2.605462, -0.903503], [-4.559614, 2.605457, 3.773627], [-1.852554, 2.381453, -1.205139], [-1.037813, 2.183319, -1.896466], [0.307385, 1.381236, 4.665155], [-1.160822, 2.140532, 0.580889], [-2.186996, 3.409294, -1.341524], [2.445964, -0.109800, -4.095861], [3.431553, -2.452890, -1.376151], [1.363444, -2.403859, -1.562751], [2.986210, -0.558707, -2.525730], [1.787288, -2.002927, 1.354914], [1.620106, -0.613522, -1.914681], [-3.554611, 1.011363, 4.790129], [-2.680334, 1.698341, -1.379756], [0.006637, 0.729353, -3.191470], [-3.637605, 3.983178, 0.818644], [-2.615142, 2.365468, 1.816165], [-1.266116, -2.276329, 3.094158], [1.368488, -0.685948, -5.272402], [0.364594, -0.374565, 4.888219], [-0.547526, 4.574233, 0.776922], [-3.611784, 3.323239, 1.677240], [2.624352, -2.895187, -0.922524], [1.899385, 0.194546, 2.572154], [0.472772, 3.562548, 1.835651], [-0.190132, -0.965623, -3.631994], [-2.586984, -1.573085, 4.054161], [-2.031070, -1.502194, 3.119870], [2.592701, -2.622843, 0.121786], [2.553627, -1.092422, 2.294906], [0.016947, 3.645622, 0.851411], [1.256202, 0.229294, -0.737472], [-5.367308, 4.176113, 2.558219], [-2.709761, -1.618282, 2.278217], [0.161292, 0.283265, 1.124222], [-0.289708, 0.474431, 4.707445], [0.537574, -0.198417, -3.378230], [-1.040652, 0.543780, 5.493654], [-1.176019, 0.224176, 3.020970], [-2.591078, 1.529753, 2.929625], [1.407066, 0.928445, -4.956309], [-3.561400, 1.652337, 3.916614], [-4.585820, 3.435383, 2.659326], [1.232077, -2.938690, -2.502980]],
  "forces_ev_per_a": [[0.00, 0.00, 0.00], [-0.01, 0.00, 0.01], [0.01, 0.01, 0.01], [0.01, 0.01, 0.02], [0.09, -0.01, 0.05], [0.00, 0.01, -0.01], [-0.08, 0.12, 0.08], [0.00, 0.01, -0.03], [0.00, 0.01, 0.01], [-0.22, -0.14, -0.27], [-0.02, -0.01, 0.00], [-0.03, 0.00, 0.01], [-0.01, 0.02, -0.04], [0.07, -0.01, -0.01], [0.13, -0.01, 0.02], [0.33, -0.09, 0.08], [0.06, -0.09, 0.06], [0.00, 0.00, 0.00], [0.02, -0.03, -0.02], [0.00, 0.02, 0.00], [0.00, 0.00, 0.00], [0.05, -0.05, 0.08], [0.00, 0.00, 0.00], [0.00, 0.00, 0.00], [0.01, 0.00, 0.00], [0.00, 0.00, -0.01], [-0.01, -0.01, 0.01], [0.06, 0.00, 0.28], [-0.13, -0.41, -0.29], [-0.01, 0.01, 0.00], [0.00, -0.01, 0.00], [-0.01, 0.02, 0.00], [0.02, -0.01, 0.01], [-0.31, -0.06, -0.44], [-0.06, -0.01, 0.11], [-0.02, 0.01, -0.04], [-0.25, 0.12, -0.07], [0.00, 0.00, 0.00], [0.01, 0.00, 0.00], [0.30, 0.55, 0.45], [-0.02, 0.01, -0.02], [0.06, -0.02, -0.01], [0.00, 0.01, -0.01], [-0.02, -0.03, 0.06], [0.00, 0.06, -0.11], [0.00, 0.00, 0.01], [0.00, -0.01, 0.01], [0.00, -0.01, 0.00], [-0.03, 0.00, -0.01]],
  "mulliken_charge": [0.417, 0.373, 0.364, -0.249, 0.304, -0.751, -0.951, 0.129, 0.345, 1.100, 0.436, 0.357, 0.383, -0.718, -0.938, -0.665, 1.012, 0.365, 0.365, 0.076, 0.398, 0.435, 0.388, 0.332, 0.405, 0.449, -0.529, -0.234, -0.323, 0.343, 0.426, 0.429, -1.139, 0.240, 0.373, -1.114, -0.544, 0.415, 0.356, -0.039, -1.168, -0.627, 0.462, 0.967, 0.006, 0.344, -0.606, -0.679, 0.477]
}

***

# 3
{
  "formula": "C17H21NO5S2",
  "method": "ωB97M-V with the def2-TZVPD basis set",
  "max_force_ev_per_a": 4.0,
  "lumo_energy_ha": -0.0162,
  "gap_ev": 5.9,
  "homo_energy_ev": -6.38,
  "e_tot_ha": -1887.531688,
  "charge": 0,
  "symbols": ["O", "S", "C", "H", "O", "C", "C", "C", "S", "H", "H", "H", "O", "H", "C", "H", "H", "H", "H", "N", "H", "H", "C", "H", "H", "H", "C", "C", "O", "C", "C", "H", "C", "C", "C", "C", "O", "C", "H", "H", "C", "H", "H", "H", "C", "H"],
  "xyz": [[2.792022, 0.260149, 0.165165], [-1.298862, 1.268689, 0.687542], [1.991547, 3.446044, 0.551361], [2.456358, -0.672809, 2.446218], [0.638925, 0.373905, 2.178547], [1.887980, 4.834050, 0.375082], [1.446044, -0.697195, 2.858738], [2.223152, -3.159104, -2.437734], [1.523711, 0.768385, -0.341906], [-1.113784, -3.421677, -1.963840], [2.368168, -2.639455, -3.395742], [1.044489, 2.424465, -2.548189], [0.965145, 0.212841, -1.585224], [1.374686, 6.439720, -0.990251], [-3.472529, -2.141350, 0.607146], [2.331378, 3.036154, 1.502290], [0.829324, 4.869676, -2.877455], [-3.651422, -2.944201, -0.108030], [-2.243714, -0.988321, -0.765332], [0.914740, -2.842180, -1.869407], [3.005410, -2.854476, -1.739797], [0.947404, -1.664566, 2.729737], [-2.682754, -1.057358, 0.228729], [-0.369316, -3.029313, -3.544781], [2.120995, 5.515899, 1.200056], [-4.688195, -3.002797, 2.168444], [1.167942, 4.490420, -1.911163], [1.653447, 2.579065, -0.503594], [-1.474427, 1.555283, -0.720499], [1.276486, 3.106977, -1.735194], [-4.030212, -2.179773, 1.891718], [1.424715, -0.380855, 3.904042], [1.472730, 5.357446, -0.856594], [0.789875, -1.980859, -0.880737], [-2.953660, -0.084633, 2.445166], [-2.422459, -0.051136, 1.157895], [-1.431704, 2.303750, 1.694009], [0.289563, 0.418374, 0.902812], [2.271345, -4.237599, -2.628793], [1.663579, -1.851375, -0.236436], [-0.198816, -3.486440, -2.559112], [-4.218538, -1.172995, 3.802698], [0.066343, -4.538569, -2.733379], [-2.704625, 0.705125, 3.151035], [-3.776918, -1.152102, 2.805827], [-0.205546, -1.735278, -0.521089]],
  "forces_ev_per_a": [[-0.20, -0.14, -0.41], [2.07, -0.73, 0.61], [-0.05, -0.22, -0.04], [-0.14, -0.16, 0.11], [1.68, 0.23, 3.61], [-0.01, -0.37, -0.23], [-1.36, 1.35, -1.43], [0.29, -0.15, 0.02], [-1.73, 1.23, 2.48], [0.24, 0.03, -0.09], [-0.16, -0.02, 0.33], [-0.07, 0.16, 0.14], [0.83, -0.06, -0.15], [0.05, -0.43, 0.07], [0.06, 0.25, 0.07], [-0.19, 0.09, -0.18], [0.16, -0.01, 0.33], [-0.10, 0.15, 0.22], [-0.17, 0.07, 0.12], [0.12, 1.00, 0.73], [-0.09, -0.04, -0.15], [0.14, 0.04, -0.04], [-0.06, -0.19, 0.36], [0.07, -0.01, 0.30], [-0.05, -0.38, -0.31], [0.21, 0.15, -0.02], [0.13, -0.11, 0.21], [0.22, 0.15, -0.90], [-0.25, -0.02, 0.36], [-0.14, 0.30, 0.01], [-0.01, 0.16, -0.02], [0.07, -0.17, -0.22], [-0.11, -0.25, -0.07], [-0.04, -2.09, -0.73], [0.07, -0.17, -0.20], [-0.04, 0.21, -0.01], [-0.35, -0.26, -0.51], [-0.70, -0.75, -3.13], [0.08, 0.24, 0.14], [-0.28, 0.59, -0.49], [-0.39, 0.24, -0.39], [0.11, -0.07, -0.28], [-0.11, 0.31, 0.23], [-0.09, -0.10, -0.23], [0.02, -0.14, -0.24], [0.31, 0.09, 0.02]],
  "mulliken_charge": [-0.718, 1.465, -0.193, 0.277, -0.338, -0.681, -0.744, -0.881, 1.416, 0.231, 0.323, 0.376, -0.672, 0.355, -0.832, 0.368, 0.351, 0.371, 0.778, 0.172, 0.289, 0.252, -0.187, 0.354, 0.352, 0.363, -0.616, -0.225, -0.670, -0.138, -0.422, 0.272, -0.352, 0.061, -0.270, -0.284, -0.743, 0.112, 0.331, 0.385, -0.821, 0.376, 0.329, 0.435, -0.541, -0.068]
}

***

# 4
{
  "formula": "C4H6N2S",
  "method": "ωB97M-V with the def2-TZVPD basis set",
  "max_force_ev_per_a": 5.8,
  "lumo_energy_ha": 0.0155,
  "smiles": "[H]/N=C(\\C#CC)NS",
  "gap_ev": 9.6,
  "homo_energy_ev": -9.15,
  "e_tot_ha": -663.555274,
  "charge": 0,
  "symbols": ["H", "H", "H", "N", "C", "C", "H", "H", "C", "H", "S", "C", "N"],
  "xyz": [[0.836241, 2.430519, -0.016994], [-2.736427, -1.522250, -0.923141], [3.709920, 0.085025, 1.060659], [1.662429, 1.760964, -0.107677], [-1.458995, 0.098409, 0.067979], [-2.764884, -0.600132, -0.038907], [1.279520, -1.299451, 0.422175], [-3.358152, -0.953066, 0.944346], [-0.255429, 0.386591, -0.053376], [-3.448197, 0.131750, -0.702999], [3.495911, -0.582901, -0.061915], [1.165254, 0.634557, -0.212621], [1.872814, -0.570015, -0.377529]],
  "forces_ev_per_a": [[1.71, -0.82, -0.13], [0.37, 2.27, 3.01], [-0.54, 0.52, 0.66], [-0.34, 3.18, 0.08], [3.17, -0.70, -0.37], [-2.49, -0.50, -2.77], [2.22, 2.43, -3.38], [1.73, 0.97, -2.35], [-4.05, -1.07, 0.11], [1.08, -1.40, 1.97], [2.09, -0.74, -1.21], [-1.65, -1.57, 0.28], [-3.30, -2.58, 4.08]],
  "mulliken_charge": [0.270, 0.245, 0.124, -0.597, 0.485, -0.986, 0.341, 0.270, -0.077, 0.269, -0.158, 0.216, -0.402]
}

***

# 5
{
  "formula": "C6H7N5O2",
  "method": "ωB97M-V with the def2-TZVPD basis set",
  "max_force_ev_per_a": 4.4,
  "lumo_energy_ha": 0.0045,
  "smiles": "[H]/N=c1/[nH]c(=O)c2ncn(C)c2n1O",
  "gap_ev": 8.7,
  "homo_energy_ev": -8.54,
  "e_tot_ha": -657.048164,
  "charge": 0,
  "symbols": ["N", "O", "O", "N", "C", "H", "H", "C", "N", "H", "C", "H", "C", "N", "C", "H", "H", "N", "H", "C"],
  "xyz": [[0.798069, -0.603460, 1.332851], [-1.876104, 0.800229, 0.801125], [1.578642, -0.551037, -3.177246], [-0.261832, 0.528965, -2.513389], [0.856466, -0.197811, -2.239237], [-2.741922, 1.896813, -1.129022], [-2.615644, 0.191585, 0.601222], [0.259050, -0.242737, 2.621722], [-0.847043, 0.613752, -0.154925], [0.114057, 0.822888, 2.667273], [1.932174, -1.322410, 1.026907], [2.557615, -1.881702, 1.701682], [-1.103452, 0.921461, -1.519980], [-2.152545, 1.528484, -1.873146], [1.171778, -0.558764, -0.847371], [0.983625, -0.447145, 3.424283], [-0.524800, 0.648497, -3.486551], [2.236805, -1.309049, -0.249657], [-0.680628, -0.735112, 2.868916], [0.315692, -0.103447, 0.144544]],
  "forces_ev_per_a": [[-0.84, 0.57, -0.24], [0.89, -0.04, -0.82], [-0.82, 0.38, 0.87], [0.73, -0.63, 1.56], [3.39, -1.97, -1.89], [0.35, -0.33, -0.01], [0.53, -0.03, -0.31], [0.47, -0.10, 1.15], [0.75, -0.29, 0.08], [-0.23, 0.42, -0.14], [0.52, 0.14, -1.63], [-0.31, 0.25, 0.59], [-2.56, 1.06, 0.94], [-0.92, 0.68, -0.28], [-0.33, 0.47, 1.19], [-0.14, -0.26, -0.45], [-0.04, 0.19, 0.40], [-1.95, 0.95, -0.40], [0.07, -0.10, -0.21], [0.44, -1.34, -0.41]],
  "mulliken_charge": [0.074, -0.456, -0.658, -0.060, 0.029, 0.268, 0.345, -0.863, 0.096, 0.343, -0.165, 0.420, 0.323, -0.787, 0.585, 0.347, 0.274, -0.661, 0.257, 0.289]
}

***

# 6
{
  "formula": "C6BCl5CuF4",
  "method": "ωB97M-V with the def2-TZVPD basis set",
  "max_force_ev_per_a": 13.1,
  "lumo_energy_ha": 0.0951,
  "gap_ev": 8.0,
  "homo_energy_ev": -5.37,
  "e_tot_ha": -4594.455668,
  "charge": -1,
  "symbols": ["C", "Cl", "C", "Cu", "F", "C", "C", "C", "Cl", "F", "Cl", "B", "Cl", "C", "F", "F", "Cl"],
  "xyz": [[0.796321, -0.081547, 2.226306], [4.414516, -0.107167, 1.406542], [2.262671, -0.003694, 2.283724], [-0.452165, -0.162410, -1.612714], [-3.807828, -0.752907, -1.284787], [2.212281, 0.181323, -0.374285], [0.023202, 0.244557, 1.101268], [2.814323, 0.021462, 0.910296], [-0.051045, -0.011036, 3.670269], [-3.779701, 1.547085, -2.067040], [-1.738548, 0.106939, 1.110108], [-3.378700, -0.236042, -2.697140], [2.941525, -0.046082, 3.859639], [0.583165, -0.045835, -0.211446], [-1.740044, -0.123496, -3.127255], [-4.151591, -0.583205, -3.522152], [3.051621, 0.052057, -1.671335]],
  "forces_ev_per_a": [[2.29, 2.41, 0.49], [4.18, -0.06, -2.36], [-6.49, -0.53, -3.63], [-2.02, 0.01, -2.38], [2.32, 0.31, -3.52], [-6.60, -1.68, 9.35], [1.57, -3.11, -3.17], [-0.97, 0.71, 2.89], [-0.88, -0.35, 1.85], [1.17, -2.81, -1.86], [0.59, 0.33, 0.28], [4.42, 5.42, 11.04], [0.37, -0.03, -0.44], [4.84, 2.79, 2.17], [-3.21, -0.67, 1.22], [-4.42, -2.41, -6.74], [2.84, -0.33, -5.19]],
  "mulliken_charge": [0.254, -0.263, -0.139, -0.418, -0.397, 0.190, 0.059, 0.492, -0.210, -0.612, -0.160, 0.589, -0.184, 0.353, -0.325, -0.008, -0.223]
}